DFT (ωB97M-V with the def2-TZVPD basis set) results for C32H46BrN3P2PtS as an isolated structure in a non-equilibrium geometry.

```
86
Properties=species:S:1:pos:R:3:forces:R:3
N -5.4255 -1.8589 3.9895 0.106 -0.282 0.354
C -4.2519 -1.2705 4.2253 -0.214 0.589 -0.509
C -3.7589 -0.2563 3.3938 -0.413 -0.630 -0.341
C -4.4873 0.0881 2.2378 -0.766 -0.398 0.601
C -5.7656 -0.4906 2.0472 0.755 -0.445 0.639
C -6.1762 -1.4770 2.9540 0.377 0.675 -0.188
C -3.8511 0.9631 1.2679 -1.380 0.887 -0.895
Pt 0.2322 0.0962 -1.4922 1.486 -0.560 0.188
P 2.6316 0.0977 -1.7721 -0.749 -0.930 0.971
C -4.3484 1.2962 0.0281 0.562 -0.323 1.242
C -3.3550 1.8154 -0.8965 1.102 0.150 -0.275
C -3.1769 1.2737 -2.2026 -0.090 0.295 0.898
C -1.8957 1.3019 -2.7462 0.651 0.487 0.793
C -0.8447 1.7262 -1.8661 -0.175 2.770 -1.828
C -1.0657 2.6863 -0.8278 -0.326 -1.096 -0.431
C -2.3448 2.6550 -0.3220 0.024 -0.202 -0.261
Br 0.9820 2.3040 -3.1292 -2.012 0.759 0.400
H -2.9304 1.4109 1.6537 0.045 -0.472 -0.638
H -5.3433 1.0305 -0.3354 0.391 -0.305 0.186
H -2.7844 0.1852 3.5922 -0.140 0.012 -0.069
H -6.4026 -0.2356 1.2103 0.089 0.032 0.007
H -3.6690 -1.5927 5.0979 -0.411 0.015 -0.323
H -7.1476 -1.9647 2.8375 0.336 0.097 0.077
H -4.0089 0.7576 -2.6887 0.308 0.256 0.035
H -2.5853 3.1877 0.5966 -0.041 0.068 -0.340
H -1.6070 1.0785 -3.7714 -0.378 -0.284 0.314
H -0.2615 3.3129 -0.4562 -0.140 -0.164 0.033
P -0.5240 -1.9647 -1.1413 -0.835 -1.581 -0.376
C 2.8396 1.6062 -0.6906 0.253 0.429 -0.658
C 3.8129 2.6519 -1.2255 0.207 0.539 0.411
H 3.1360 1.2208 0.2997 0.122 -0.043 -0.380
H 1.8368 2.0455 -0.5530 0.491 -0.138 -0.136
H 3.7448 3.5494 -0.5915 0.183 -0.170 -0.218
H 4.8558 2.2995 -1.2012 -0.426 0.163 -0.141
H 3.5437 2.9672 -2.2428 0.192 -0.174 0.300
C 2.9139 -0.1520 -3.6001 0.131 0.881 -0.529
C 4.3207 -0.1643 -4.2005 0.289 -0.035 -0.188
H 2.3269 0.6411 -4.1090 0.426 -0.884 0.365
H 2.4184 -1.1107 -3.8352 -0.010 0.315 0.406
H 4.2549 -0.0391 -5.2933 -0.067 -0.039 0.388
H 4.9334 0.6598 -3.8173 -0.064 -0.206 -0.150
H 4.8326 -1.1205 -4.0332 -0.024 0.315 0.094
C 3.8416 -0.9891 -0.9284 -0.156 -0.157 -0.263
C 5.2955 -0.5368 -1.0440 0.416 -0.044 0.005
H 3.7002 -1.9900 -1.3514 0.223 0.157 0.217
H 3.5450 -1.0004 0.1313 0.030 -0.193 -0.293
H 5.9561 -1.3073 -0.6282 -0.129 0.147 -0.052
H 5.6024 -0.3793 -2.0840 -0.068 -0.015 0.397
H 5.4822 0.3838 -0.4794 -0.056 -0.181 -0.143
C 0.2829 -3.3751 -0.2564 -0.134 -0.171 0.108
C 1.8000 -3.4735 -0.3047 0.220 -0.104 0.137
H -0.1635 -4.2871 -0.6845 0.042 0.249 0.142
H -0.0550 -3.3602 0.7886 0.070 -0.003 -0.181
H 2.1394 -4.4038 0.1769 -0.157 0.222 -0.237
H 2.1854 -3.4692 -1.3319 -0.119 -0.019 0.233
H 2.2680 -2.6475 0.2429 -0.144 -0.152 -0.249
C -0.7249 -2.6871 -2.8386 0.312 -0.253 0.207
C -1.7701 -2.0073 -3.7236 -0.153 0.184 -0.350
H -0.9757 -3.7492 -2.7149 0.075 0.151 -0.003
H 0.2667 -2.6515 -3.3128 -0.213 0.005 0.108
H -1.4840 -2.1156 -4.7788 -0.157 -0.007 0.267
H -2.7696 -2.4513 -3.6116 0.328 0.119 0.044
H -1.8527 -0.9336 -3.5189 0.046 -0.473 -0.073
C -2.2619 -2.0309 -0.5082 -0.294 0.026 -0.090
C -2.4993 -2.6937 0.8516 -0.102 -0.047 0.122
H -2.8541 -2.5485 -1.2804 0.181 0.116 0.252
H -2.6206 -0.9912 -0.4865 0.032 -0.290 -0.003
H -3.5787 -2.7501 1.0496 0.284 0.066 -0.005
H -2.1055 -3.7179 0.9016 -0.194 0.293 -0.048
H -2.0602 -2.1099 1.6736 -0.051 -0.106 -0.121
N 1.2424 -1.3089 2.3331 -0.330 1.466 0.338
C 1.3468 -0.0150 2.6783 0.968 -0.839 0.259
N 0.4956 0.9392 2.3387 -0.557 1.782 0.203
C 0.8350 2.1476 2.9179 -0.268 -2.499 -0.634
C 0.0954 3.3408 2.8436 -0.193 1.521 0.426
C 0.4947 4.4477 3.6071 -0.731 -0.897 -0.938
C 1.6189 4.3590 4.4566 0.338 -0.383 0.064
C 2.3676 3.1699 4.5190 0.302 -0.583 -0.221
C 1.9951 2.0879 3.7362 0.553 0.600 0.723
S 2.7256 0.5095 3.6621 -0.196 -0.015 0.025
H 1.8870 -1.9876 2.7248 -0.227 0.072 -0.184
H 0.4032 -1.6208 1.8437 0.353 0.104 0.069
H -0.7821 3.3495 2.2017 0.136 0.163 0.178
H -0.0716 5.3814 3.5634 0.168 -0.400 -0.010
H 1.9139 5.2120 5.0766 -0.144 -0.346 -0.277
H 3.2379 3.0500 5.1578 -0.166 0.358 0.024
```
Forces are in eV/Å.

Results
Net charge: +2
HOMO energy (spin up / spin down), Eh: -0.4285 / -0.4712
2S+1: 3
E_LUMO (spin up / spin down), eV: -6.137 / -9.424
Expectation value of S²: 2.039



DFT (ωB97M-V with the def2-TZVPD basis set) results for C32H46Cl63NO3S2Si2 as an isolated structure in a non-equilibrium geometry.

```
149
Properties=species:S:1:pos:R:3:forces:R:3
C 0.8576 3.0958 -2.2809 -0.667 -0.488 0.053
C -0.6781 2.5986 -1.8569 -0.021 2.084 -0.118
N -0.6687 1.9259 -0.5041 -1.279 -0.425 0.455
C 0.1962 0.6886 -0.4574 0.781 -1.565 0.079
C 0.2039 -0.2156 -1.8243 0.860 -0.423 0.067
C -2.0521 1.7094 0.0641 -0.586 -2.385 -1.752
S -3.1420 0.6458 -0.7556 2.027 2.215 1.676
S -2.6463 2.5903 1.6070 0.779 -0.001 -0.421
C -2.7213 1.4526 3.0954 0.869 -1.871 1.097
C -1.9780 0.0398 2.7239 -0.641 0.015 0.732
C -1.9006 -1.0485 3.9535 0.743 1.195 -0.219
Si -1.2966 -2.7220 3.1597 0.514 -0.346 0.260
O -1.6150 -2.8400 1.4360 1.055 1.603 1.692
O 0.3905 -3.1243 3.6034 -1.243 1.176 -3.255
Si 1.4233 -2.9621 2.1913 0.310 -0.691 1.658
C 3.2328 -2.4208 2.5515 1.115 2.545 2.041
C 3.2061 -0.9364 3.5392 -2.279 1.915 -1.973
C 2.4304 0.4110 2.7665 -1.208 -2.734 4.111
O 1.7926 -0.4603 4.0071 4.544 0.010 -2.221
H 0.7391 4.1990 -2.7159 0.578 -2.579 0.833
H 1.2665 2.3287 -3.0734 -0.658 1.853 1.448
H 1.5894 3.0802 -1.3471 -1.721 0.209 -1.945
H -1.2246 2.0091 -2.7066 1.185 0.824 1.561
H -1.2917 3.6138 -1.7216 1.144 -2.298 -0.186
H 1.3197 1.0009 -0.2392 -2.341 -0.480 -0.449
H -0.0888 -0.0582 0.4293 0.285 2.017 -1.772
H -0.8188 -0.2279 -2.4044 2.098 0.150 1.227
H 1.1080 0.1636 -2.5019 -2.339 -0.779 1.361
H 0.4732 -1.3422 -1.5347 -0.585 2.419 -0.601
H -3.8142 1.2352 3.4719 2.074 0.586 -1.004
H -2.1080 1.9602 3.9845 -1.441 -0.876 -2.160
H -2.6035 -0.4636 1.8657 1.472 1.183 1.412
H -0.8711 0.2994 2.4314 -2.172 -0.577 0.224
H -2.8977 -1.1572 4.5690 2.037 0.161 -1.524
H -1.0478 -0.7011 4.6750 -1.577 -0.597 -1.100
H -2.1099 -3.7838 3.8055 0.226 -0.041 -0.372
H -1.3481 -2.0155 0.9326 -0.505 -1.432 0.809
H 1.5150 -4.3010 1.5533 -0.078 0.136 0.082
H 0.8819 -2.0776 1.1509 -0.077 0.411 0.105
H 3.7842 -2.0806 1.5711 -1.017 -0.893 1.872
H 3.8735 -3.1892 3.1662 -1.283 1.543 -1.389
H 4.2106 -0.6966 4.2518 -3.231 -0.583 -1.912
H 2.6281 1.4826 3.2120 -0.289 -2.301 -1.336
H 1.5686 0.2166 2.0010 2.464 0.657 0.901
C 5.2759 -2.1163 -1.6009 0.097 0.031 -0.029
Cl 4.1516 -0.7619 -1.3982 0.141 -0.109 0.058
Cl 6.1694 -2.4130 -0.0998 -0.051 0.196 -0.205
Cl 4.4074 -3.5755 -2.1067 -0.168 0.571 -0.198
H 5.9934 -1.8542 -2.3826 -0.259 -0.092 0.271
C 3.1309 -6.2708 4.3502 -0.100 0.034 -0.058
Cl 4.0555 -5.6119 5.7106 -0.128 -0.036 -0.155
Cl 3.8657 -5.7944 2.8098 -0.100 -0.250 0.245
Cl 3.0225 -8.0354 4.4682 -0.017 0.204 -0.022
H 2.1188 -5.8602 4.3906 0.309 -0.114 -0.008
C 1.3741 -0.7369 -5.5301 0.240 -0.065 -0.041
Cl 1.4899 1.0305 -5.5777 0.024 -0.850 0.111
Cl 2.2821 -1.3829 -4.1525 0.023 -0.110 -0.535
Cl -0.3208 -1.2475 -5.4525 0.209 0.028 -0.037
H 1.8121 -1.1356 -6.4487 -0.195 0.130 0.313
C -4.2641 1.7560 -4.2678 0.279 -0.046 0.221
Cl -5.5261 1.6490 -5.5070 -0.078 0.117 0.090
Cl -2.9523 0.6168 -4.6159 0.658 1.384 0.846
Cl -3.6387 3.4101 -4.1578 -0.129 -0.228 -0.009
H -4.7047 1.4896 -3.3037 0.125 0.069 -0.301
C 6.7775 -7.0814 -0.1677 -0.022 -0.037 0.128
Cl 5.7452 -5.7115 -0.6116 0.377 -0.629 0.210
Cl 6.1862 -7.8513 1.3146 0.140 0.063 -0.245
Cl 6.8544 -8.2570 -1.4912 0.062 0.141 0.143
H 7.7870 -6.7059 0.0184 -0.409 -0.171 -0.110
C -4.5922 -0.8927 7.2520 0.136 -0.017 -0.074
Cl -6.0994 -0.5363 8.1129 0.420 0.552 0.099
Cl -4.9014 -1.9613 5.8728 0.553 0.367 -0.069
Cl -3.8128 0.6054 6.7158 -0.110 -0.206 0.118
H -3.9156 -1.4057 7.9402 -0.238 0.177 -0.234
C 0.6034 5.4510 -6.1861 0.043 0.097 0.098
Cl 1.9027 6.4841 -5.5662 -0.346 -0.363 -0.148
Cl 1.0835 3.7464 -6.1298 -0.320 0.671 0.221
Cl -0.8885 5.7079 -5.2655 0.150 -0.034 -0.128
H 0.4158 5.7217 -7.2284 0.053 -0.108 0.356
C -5.7774 3.1030 -9.3204 -0.187 -0.007 0.072
Cl -4.1341 3.6069 -9.7506 -0.050 -0.419 0.094
Cl -6.9008 4.4670 -9.4514 -0.045 -0.399 0.108
Cl -6.3060 1.7608 -10.3493 0.093 0.142 0.170
H -5.7719 2.7598 -8.2827 0.051 0.133 -0.352
C -0.6940 3.0884 7.8688 0.012 0.093 0.056
Cl -1.6130 4.6005 7.9615 -0.007 -0.351 0.123
Cl -1.2611 1.9397 9.0929 0.148 0.136 -0.112
Cl -0.8190 2.3827 6.2483 0.161 0.080 0.182
H 0.3574 3.3117 8.0670 -0.347 -0.066 -0.084
C 10.2238 -8.8939 2.2246 0.082 -0.345 0.050
Cl 11.8555 -9.2584 1.6378 -0.416 -0.660 0.218
Cl 9.6994 -7.3003 1.6547 -0.362 -0.232 0.207
Cl 9.0823 -10.1463 1.7071 0.174 0.212 0.111
H 10.2462 -8.8786 3.3173 -0.015 0.047 -0.388
C -7.8926 -4.6595 7.2015 -0.219 0.146 0.036
Cl -9.1546 -4.7665 5.9623 -0.199 0.744 0.580
Cl -6.5808 -5.7987 6.8533 0.173 0.277 0.402
Cl -7.2672 -3.0054 7.3115 -0.971 -1.138 0.306
H -8.3332 -4.9259 8.1656 0.155 0.045 -0.358
C 0.9936 5.0718 -10.3745 0.124 -0.059 -0.164
Cl 1.1094 6.8393 -10.4221 -0.016 -0.182 -0.002
Cl 1.9016 4.4258 -8.9969 -0.007 0.132 -0.644
Cl -0.7013 4.5613 -10.2969 0.218 0.057 0.002
H 1.4316 4.6731 -11.2931 -0.173 0.155 0.311
C 3.8607 9.6973 -6.6667 -0.008 0.060 -0.032
Cl 5.5750 9.2711 -6.5285 -0.199 0.090 -0.026
Cl 3.0986 8.7904 -7.9844 0.104 0.170 0.079
Cl 3.0195 9.3963 -5.1366 0.210 0.329 -0.122
H 3.7882 10.7636 -6.8956 0.025 -0.384 0.090
C 14.0683 -5.8080 1.2939 -0.049 0.001 -0.102
Cl 14.1841 -4.0405 1.2462 0.045 -0.166 -0.040
Cl 14.9762 -6.4540 2.6715 -0.071 0.024 -0.170
Cl 12.3734 -6.3185 1.3715 0.898 0.964 -0.147
H 14.5063 -6.2067 0.3753 -0.125 0.153 0.329
C 3.3507 -1.1059 7.8983 -0.124 -0.093 0.008
Cl 4.9941 -0.6019 7.4681 -0.123 -0.051 0.066
Cl 2.2274 0.2581 7.7674 0.096 -0.159 0.038
Cl 2.8222 -2.4480 6.8694 0.077 0.205 0.183
H 3.3563 -1.4490 8.9361 0.015 0.136 -0.370
C -8.9712 -7.8928 3.4211 0.026 0.023 0.098
Cl -8.0467 -7.2339 4.7815 -0.053 -0.991 -0.912
Cl -8.2365 -7.4163 1.8808 -0.129 -0.013 0.148
Cl -9.0796 -9.6574 3.5392 -0.070 0.151 -0.030
H -9.9833 -7.4822 3.4615 0.336 -0.156 -0.039
C 0.0449 7.6426 6.2880 -0.028 0.012 0.019
Cl 1.1032 8.8093 5.4766 -0.176 -0.105 0.082
Cl -0.1678 6.1954 5.2881 0.090 0.228 0.015
Cl 0.6984 7.2101 7.8772 -0.041 0.147 -0.175
H -0.9334 8.1078 6.4330 0.331 -0.163 -0.050
C -4.9604 8.2936 -9.8815 0.087 -0.070 -0.096
Cl -3.6611 9.3266 -9.2616 -0.129 -0.053 -0.100
Cl -4.4803 6.5889 -9.8252 0.054 0.753 -0.090
Cl -6.4524 8.5505 -8.9609 0.124 -0.027 -0.132
H -5.1480 8.5643 -10.9238 0.058 -0.075 0.378
C -2.4809 7.2206 2.5806 0.066 -0.087 -0.034
Cl -3.4094 8.7026 2.8660 0.137 -0.121 0.015
Cl -3.1966 5.8591 3.4603 0.073 0.183 -0.088
Cl -2.3945 6.8647 0.8471 0.033 0.039 0.225
H -1.4644 7.3742 2.9517 -0.339 -0.070 -0.110
C -6.2794 -2.4909 -0.5911 -0.042 0.063 0.083
Cl -5.3548 -1.8320 0.7693 -0.172 -0.098 -0.128
Cl -5.5447 -2.0144 -2.1314 -0.107 -0.006 0.142
Cl -6.3878 -4.2555 -0.4731 -0.027 0.210 -0.029
H -7.2915 -2.0803 -0.5507 0.363 -0.149 -0.014
C -3.5829 -2.7860 -6.0385 -0.132 0.015 0.029
Cl -4.5019 -1.2739 -5.9458 -0.670 -1.446 -0.794
Cl -4.1501 -3.9346 -4.8143 0.163 0.143 -0.152
Cl -3.7079 -3.4916 -7.6589 0.110 0.080 0.149
H -2.5315 -2.5627 -5.8403 -0.378 -0.139 -0.084
```
Forces are in eV/Å.

Results
HOMO energy, Eh: -0.3054
E_LUMO, eV: -1.016